1.
Molecular formula: C5H9NO
Method: DFT, ωB97M-V with the def2-TZVPD basis set

Properties
SMILES string: CC=C=N[C@H](C)O
Net charge: 0
Energy relative to the best compared isomer or geometry (same formula, charge and spin), kJ/mol: 199.5
Lowest unoccupied orbital energy, eV: 0.87
HOMO-LUMO gap, eV: 9.6

Geometry (Å):
C (-2.727, -0.528, 0.133)
C (-1.444, -0.863, -0.580)
C (1.205, 1.390, -0.202)
C (1.752, 0.157, 0.488)
O (2.933, -0.207, -0.174)
C (-0.263, -0.929, -0.015)
N (0.855, -1.015, 0.484)
H (-3.183, 0.374, -0.291)
H (-2.560, -0.355, 1.200)
H (-3.451, -1.344, 0.030)
H (-1.471, -1.056, -1.649)
H (1.006, 1.168, -1.255)
H (0.275, 1.723, 0.268)
H (1.948, 0.371, 1.549)
H (1.943, 2.194, -0.144)
H (3.184, -1.080, 0.157)


2.
Molecular formula: H20O10
Method: DFT, ωB97M-V with the def2-TZVPD basis set

Properties
SMILES string: O.O.O.O.O.O.O.O.O.O
Net charge: 0
Energy relative to the best compared isomer or geometry (same formula, charge and spin), kJ/mol: 155.4
Lowest unoccupied orbital energy, eV: 0.36
HOMO-LUMO gap, eV: 11.2

Geometry (Å):
O (11.057, 8.535, 5.885)
H (11.055, 8.401, 6.840)
H (11.682, 7.869, 5.551)
O (7.556, 8.483, 6.838)
H (7.306, 9.276, 7.335)
H (6.707, 8.326, 6.329)
O (9.886, 4.846, 4.624)
H (9.841, 5.806, 4.585)
H (10.068, 4.583, 3.753)
O (5.209, 7.682, 5.285)
H (5.354, 7.364, 4.378)
H (4.862, 6.864, 5.748)
O (7.381, 4.396, 7.058)
H (7.300, 3.602, 7.571)
H (8.004, 5.042, 7.486)
O (11.853, 5.381, 6.605)
H (11.601, 4.937, 5.826)
H (11.868, 4.813, 7.379)
O (9.221, 7.457, 4.293)
H (8.297, 7.184, 4.335)
H (9.479, 8.199, 4.894)
O (4.584, 5.720, 6.998)
H (4.456, 5.977, 7.947)
H (5.480, 5.393, 6.849)
O (9.238, 6.241, 7.824)
H (8.622, 6.959, 7.561)
H (10.060, 6.284, 7.294)
O (7.269, 5.568, 4.427)
H (7.182, 4.867, 3.792)
H (7.840, 5.158, 5.088)


3.
Molecular formula: C40H40N2OPYb
Method: DFT, ωB97M-V with the def2-TZVPD basis set

Properties
2S+1: 2
Net charge: 0
Lowest unoccupied orbital energy (spin up / spin down), eV: 0.43 / 0.44
HOMO-LUMO gap (spin up / spin down), eV: 7.6 / 7.7

Geometry (Å):
C (2.915, 0.271, 1.517)
C (2.988, -0.538, 0.347)
C (2.305, 0.144, -0.701)
H (3.511, -1.492, 0.267)
C (1.806, 1.371, -0.176)
C (2.179, 1.445, 1.196)
H (1.255, 2.119, -0.743)
C (-1.763, -1.911, 1.274)
C (-0.797, -2.756, 0.649)
C (-0.740, -2.411, -0.724)
H (-0.237, -3.559, 1.128)
C (-1.743, -1.426, -0.980)
C (-2.305, -1.057, 0.278)
H (2.210, -0.175, -1.740)
H (1.972, 2.262, 1.885)
H (3.378, 0.043, 2.478)
H (-3.071, -0.291, 0.412)
H (-0.093, -2.861, -1.479)
H (-2.062, -1.944, 2.320)
Yb (0.441, -0.473, 1.021)
C (-2.384, -1.208, -2.337)
C (-3.585, -2.178, -2.412)
C (-1.424, -1.586, -3.470)
H (-3.259, -3.218, -2.277)
H (-4.078, -2.104, -3.390)
H (-4.329, -1.953, -1.639)
H (-1.140, -2.645, -3.401)
H (-0.511, -0.981, -3.423)
H (-1.920, -1.438, -4.440)
C (-2.981, 0.225, -2.529)
C (-2.083, 1.416, -2.870)
H (-3.531, 0.499, -1.621)
H (-3.711, 0.165, -3.354)
O (-2.073, 2.452, -2.200)
N (-1.343, 1.323, -4.011)
C (-0.434, 2.372, -4.436)
H (-1.494, 0.564, -4.661)
C (0.978, 1.859, -4.529)
C (2.023, 2.570, -3.928)
H (1.786, 3.514, -3.433)
C (3.327, 2.063, -3.961)
H (4.132, 2.625, -3.487)
C (3.583, 0.834, -4.580)
H (4.595, 0.422, -4.575)
C (2.541, 0.136, -5.200)
H (2.725, -0.824, -5.684)
C (1.240, 0.657, -5.193)
H (0.433, 0.126, -5.709)
H (-0.504, 3.178, -3.707)
H (-0.760, 2.764, -5.413)
N (-0.258, 0.613, 2.614)
P (-0.575, 1.080, 4.086)
C (0.756, 2.145, 4.745)
C (0.789, 3.518, 4.457)
C (1.942, 4.265, 4.715)
C (3.061, 3.658, 5.295)
C (3.014, 2.302, 5.634)
C (1.867, 1.550, 5.367)
C (-2.195, 1.866, 4.322)
C (-3.255, 1.187, 4.952)
C (-4.460, 1.844, 5.209)
C (-4.646, 3.164, 4.787)
C (-3.637, 3.805, 4.059)
C (-2.443, 3.138, 3.773)
C (-0.555, -0.374, 5.180)
C (-0.047, -1.583, 4.680)
C (-0.022, -2.720, 5.492)
C (-0.501, -2.654, 6.805)
C (-0.988, -1.445, 7.314)
C (-0.999, -0.300, 6.509)
H (-0.081, 4.016, 4.034)
H (1.962, 5.325, 4.459)
H (3.965, 4.242, 5.486)
H (3.874, 1.823, 6.104)
H (1.838, 0.492, 5.642)
H (-3.134, 0.148, 5.263)
H (-5.252, 1.322, 5.749)
H (-5.577, 3.686, 5.014)
H (-3.777, 4.830, 3.711)
H (-1.708, 3.609, 3.118)
H (0.329, -1.639, 3.649)
H (0.377, -3.654, 5.093)
H (-0.485, -3.548, 7.433)
H (-1.362, -1.388, 8.337)
H (-1.374, 0.645, 6.913)


4.
Molecular formula: C40H37N5P2PtSSe2
Method: DFT, ωB97M-V with the def2-TZVPD basis set

Properties
Net charge: +2
Energy relative to the best compared isomer or geometry (same formula, charge and spin), kJ/mol: 0.0
Lowest unoccupied orbital energy, eV: -5.50
HOMO-LUMO gap, eV: 6.8

Geometry (Å):
Pt (0.003, -0.492, -0.656)
N (2.294, -1.965, -1.555)
P (2.268, -0.493, -0.674)
C (3.245, 0.681, -1.629)
C (3.041, 0.765, -3.006)
C (3.765, 1.671, -3.762)
C (4.704, 2.489, -3.146)
C (4.915, 2.403, -1.778)
C (4.184, 1.506, -1.013)
C (3.076, -0.751, 0.902)
C (4.382, -1.241, 0.938)
C (4.976, -1.531, 2.154)
C (4.269, -1.326, 3.334)
C (2.971, -0.837, 3.300)
C (2.369, -0.558, 2.083)
P (0.740, -2.553, -1.213)
C (0.879, -3.992, -0.152)
C (0.785, -5.273, -0.703)
C (1.025, -6.384, 0.089)
C (1.368, -6.226, 1.423)
C (1.475, -4.955, 1.971)
C (1.230, -3.841, 1.188)
C (-0.103, -3.052, -2.720)
C (-1.339, -3.696, -2.626)
C (-2.067, -3.960, -3.774)
C (-1.565, -3.587, -5.016)
C (-0.337, -2.951, -5.111)
C (0.392, -2.674, -3.964)
H (3.114, -2.542, -1.704)
H (2.312, 0.121, -3.485)
H (3.609, 1.733, -4.830)
H (5.284, 3.183, -3.740)
H (5.672, 3.019, -1.309)
H (4.338, 1.443, 0.057)
H (4.943, -1.387, 0.021)
H (5.988, -1.909, 2.185)
H (4.737, -1.547, 4.283)
H (2.430, -0.665, 4.220)
H (1.347, -0.189, 2.053)
H (0.538, -5.409, -1.746)
H (0.953, -7.374, -0.341)
H (1.559, -7.096, 2.037)
H (1.754, -4.831, 3.009)
H (1.317, -2.850, 1.617)
H (-1.721, -4.013, -1.661)
H (-3.019, -4.468, -3.705)
H (-2.133, -3.800, -5.911)
H (0.054, -2.673, -6.079)
H (1.352, -2.177, -4.037)
Se (-2.462, -1.011, -0.697)
Se (-2.948, 0.820, 0.705)
C (-1.750, 2.013, -0.173)
C (-2.126, 3.347, -0.215)
C (-1.290, 4.263, -0.828)
C (-0.114, 3.812, -1.398)
C (0.200, 2.473, -1.298)
N (-0.591, 1.575, -0.696)
C (-2.443, -2.289, 0.774)
C (-3.474, -3.201, 0.894)
C (-3.450, -4.028, 2.012)
C (-2.431, -3.882, 2.931)
C (-1.449, -2.925, 2.698)
N (-1.439, -2.145, 1.622)
H (-3.072, 3.652, 0.210)
H (-1.567, 5.306, -0.877)
H (0.563, 4.481, -1.909)
H (1.122, 2.091, -1.714)
H (-4.269, -3.258, 0.164)
H (-4.232, -4.758, 2.163)
H (-2.394, -4.495, 3.820)
H (-0.636, -2.784, 3.400)
C (4.555, 6.512, 0.086)
C (3.244, 6.127, 0.678)
C (2.250, 6.992, 1.032)
C (1.069, 6.444, 1.586)
N (0.889, 5.149, 1.761)
C (1.868, 4.288, 1.427)
S (1.780, 2.640, 1.706)
N (3.020, 4.806, 0.883)
C (-0.056, 7.338, 1.995)
H (4.668, 7.592, 0.082)
H (4.626, 6.151, -0.941)
H (5.376, 6.077, 0.658)
H (2.373, 8.057, 0.913)
H (3.737, 4.132, 0.657)
H (0.267, 8.369, 2.115)
H (-0.495, 6.973, 2.921)
H (-0.836, 7.313, 1.231)


5.
Molecular formula: C6H9NO
Method: DFT, ωB97M-V with the def2-TZVPD basis set

Properties
SMILES string: c1ccncc1.CO
Net charge: 0
Energy relative to the best compared isomer or geometry (same formula, charge and spin), kJ/mol: 255.1
Lowest unoccupied orbital energy, eV: 0.61
HOMO-LUMO gap, eV: 10.1

Geometry (Å):
C (-2.634, 0.756, -0.504)
C (0.848, 0.627, 1.119)
C (1.814, -0.250, 1.654)
C (1.914, -1.518, 0.899)
C (1.133, -1.637, -0.189)
C (0.505, -0.465, -0.760)
H (-2.158, 0.799, -2.337)
H (-3.353, 1.290, 0.167)
H (-3.064, -0.194, -0.761)
H (-1.691, 0.481, 0.018)
H (0.409, 1.443, 1.858)
H (2.042, -0.122, 2.741)
H (2.539, -2.418, 1.232)
H (0.918, -2.556, -0.901)
H (-0.114, -0.465, -1.648)
N (0.342, 0.658, -0.104)
O (-2.426, 1.506, -1.620)


6.
Molecular formula: C3H30O12
Method: DFT, ωB97M-V with the def2-TZVPD basis set

Properties
Net charge: 0
Energy relative to the best compared isomer or geometry (same formula, charge and spin), kJ/mol: 269.5
Lowest unoccupied orbital energy, eV: -0.35
HOMO-LUMO gap, eV: 8.6

Geometry (Å):
O (21.782, -0.325, 5.462)
H (22.011, 0.503, 4.938)
H (21.782, -1.083, 4.865)
H (20.919, -0.143, 6.003)
C (18.062, 1.877, 4.763)
C (19.246, 1.553, 5.671)
C (19.307, 2.534, 6.857)
O (19.329, 0.236, 6.045)
H (17.095, 1.581, 5.178)
H (18.075, 1.317, 3.820)
H (18.134, 2.912, 4.416)
H (20.087, 1.993, 5.070)
H (19.415, 3.607, 6.649)
H (20.093, 2.265, 7.562)
H (18.332, 2.518, 7.365)
O (20.812, -0.258, 8.426)
H (20.906, -1.084, 7.944)
H (19.977, 0.114, 8.098)
O (16.660, 0.229, 7.455)
H (16.268, 1.098, 7.332)
H (17.407, 0.197, 6.832)
O (18.358, -2.445, 7.010)
H (18.089, -2.879, 6.197)
H (18.350, -1.500, 6.795)
O (16.394, 5.114, 3.991)
H (15.946, 5.202, 3.145)
H (16.724, 4.210, 3.999)
O (21.717, 4.514, 8.495)
H (21.103, 4.044, 9.070)
H (21.291, 5.359, 8.323)
O (21.323, 4.267, 4.695)
H (21.652, 5.167, 4.791)
H (20.574, 4.208, 5.306)
O (20.464, 3.093, 2.272)
H (21.110, 3.343, 1.606)
H (20.782, 3.493, 3.100)
O (14.103, 1.330, 4.845)
H (14.077, 0.833, 4.022)
H (15.005, 1.654, 4.890)
O (15.810, -0.788, 4.102)
H (16.716, -0.788, 3.775)
H (15.653, -1.695, 4.384)
O (22.789, 1.820, 4.292)
H (22.879, 2.029, 3.357)
H (22.402, 2.615, 4.697)


| no. | total energy (hartree) |
| --- | --- |
| 1 | -325.86158 |
| 2 | -764.42273 |
| 3 | -3233.06942 |
| 4 | -7822.98772 |
| 5 | -363.92708 |
| 6 | -1035.08801 |